# 1
15
Properties=species:S:1:pos:R:3:mulliken_charge:R:1 method="wB97M-V/def2-TZVPD" smiles="CNC(C)=O.O"
C -0.65695 0.40017 0.86421 -0.599
C 0.55822 1.00178 0.28871 0.563
N 1.70862 0.21490 0.10837 -0.253
C 1.64036 -0.97133 -0.74022 -0.868
O 0.70231 2.20634 0.38476 -0.593
H -0.53264 0.02068 1.87889 0.304
H -1.38002 1.19774 1.03880 0.371
H -1.27467 -0.38650 0.43769 -0.145
H 2.46464 0.85706 -0.08199 0.263
H 1.39483 -0.70521 -1.76374 0.331
H 1.10452 -1.81154 -0.32799 0.282
H 2.70767 -1.15639 -1.03103 0.338
H -3.11631 -1.97300 -1.54051 0.336
H -2.75267 -1.16186 -0.40471 0.300
O -3.10491 -2.05593 -0.55928 -0.632

=====

# 2
15
Properties=species:S:1:pos:R:3:mulliken_charge:R:1 method="wB97M-V/def2-TZVPD" charge=+2
C 1.70302 -0.72049 -0.01455 -0.454
C -0.30702 -1.65467 -0.64209 0.144
C 0.91268 0.31724 0.17757 0.515
C -0.24200 2.30221 -0.16423 0.453
N -1.18746 1.19166 -0.23579 -0.406
N 0.91395 -1.82834 -0.35368 0.084
N -0.54336 0.05103 0.20069 0.534
O -0.39698 3.45335 -0.12410 -0.224
O 1.00947 1.61941 0.09996 -0.238
O -1.04076 -0.48638 1.32103 -0.402
H 2.81535 -0.91379 -0.05887 0.442
H -1.31875 -2.25726 -0.74959 0.398
H -2.17395 1.39339 -0.54044 0.291
H 1.58612 -2.57264 -0.70465 0.393
H -1.73032 0.10527 1.78875 0.469

=====

Short version: relative energy (zero: lowest compared OMol25 entry of this formula, charge and spin) = 1.611; 4.594 eV, in the order given.
Short version: electronic energy = -324.91343; -544.45148 a.u., in the order given.